10 unconnected molecules or ions with the total composition C50H130N10O15 at a distorted geometry. Source: the Open Molecules 2025 dataset; level of theory: the ωB97M-V functional and the def2-TZVPD basis.

Positions of all 205 atoms, in Å:
H -0.069832 -3.959175 1.521972
H 0.142820 2.507916 -3.066695
H -0.952220 5.813630 -7.897681
H -0.488257 5.698924 -3.828344
C 1.310593 -1.210281 0.066866
H 0.472980 0.367415 -1.890659
C 0.079748 5.462898 -7.752841
H -2.724024 0.736553 -5.873682
H 0.735067 -2.587514 -3.386001
H -2.300015 -3.445086 2.673142
C -0.639452 -7.686592 4.771695
H 1.673355 7.415423 -0.744219
H 1.111978 -0.073185 3.019217
O 0.099223 4.430965 -6.714257
H 1.398661 -3.236226 -4.881901
H -5.177671 -0.961885 -3.397001
H -0.000241 -6.658799 2.427788
H -2.832014 -5.454122 3.879931
H 1.354107 6.228353 1.760842
N 7.157952 -0.183102 1.336971
H 4.507776 3.787196 -5.555966
N 5.705817 -1.516070 3.917862
H 3.179169 -1.999356 4.675551
H -3.007215 5.779917 0.314858
C -1.775504 0.322032 4.546567
H -1.963467 2.346059 -5.560747
C -2.179660 -3.412796 3.801346
H -4.520915 4.821601 5.264712
H 5.668832 2.343910 -1.301727
H 2.199719 0.706925 -1.666090
C -0.850021 1.247681 6.478325
H 0.713952 6.318856 -7.425164
H 2.828801 5.032540 -6.898824
C -1.420207 5.320946 -4.291289
C -4.485478 -1.790295 -3.215014
C -3.128449 4.184128 -1.150465
H -1.181606 -3.778910 4.120214
O -4.311246 -2.093445 -1.837129
H -8.728458 -3.962440 -1.071163
H -3.822013 3.563388 -1.739493
H -1.671944 5.692874 -1.700974
O 3.176779 -0.202764 3.560374
H 6.010940 1.600087 -2.939896
H -2.968719 -5.668487 7.295957
H 2.323971 -1.104687 -4.091642
O 5.682298 0.172874 -1.583080
H 2.042098 5.402498 0.379431
H 0.698552 8.050153 0.571280
H -1.610659 -1.147160 -5.342212
H 1.237762 -4.231202 3.491048
H -0.796398 3.001364 3.304227
H -0.794641 -1.248680 3.413715
C 1.000810 2.808466 -2.434555
C 0.991460 0.288872 0.182858
O -1.051184 0.051789 5.755820
H 5.776627 -3.804936 2.749276
H 2.155178 -5.491667 2.651929
H -3.984094 -0.067811 -1.537814
H 0.372690 5.063872 -8.744544
H -2.512464 -2.128119 5.346368
H -3.030113 5.158040 3.510922
O 0.688478 -5.567464 0.503597
C -5.166889 -2.971921 -3.877340
H 1.658738 0.799667 0.872379
N 1.549188 -0.461369 -4.271719
H 0.002577 7.788419 -1.054084
H -2.334014 1.243831 -4.161192
H -2.692293 -9.246877 3.842963
H -1.064168 -0.584615 -3.705217
H -4.058825 4.439372 0.725538
C 1.837698 0.162269 3.809550
H -0.344766 -3.260402 -4.586954
H -4.680961 3.150852 5.889409
O 0.909611 2.291623 -1.090177
H -10.786418 -3.436386 -3.187115
H -10.989821 -4.911430 -2.209854
C -6.976985 -3.631457 -2.290989
N 2.110507 4.973845 -4.862909
H 1.589604 -3.764788 1.024595
C -8.494796 -3.651844 -2.115020
H 5.679257 -0.512858 3.972243
H -1.412436 3.776158 -0.118968
H 4.643366 -1.730979 1.995887
C 5.426364 1.516412 -2.032053
H 1.367807 5.654567 -4.954849
H -0.329403 1.968241 5.873113
H 4.178609 0.198520 -0.243675
C 2.467275 4.335046 -6.109316
C 8.613566 1.145360 -0.208231
C -1.675125 -9.630903 4.036735
H -3.084241 -6.576364 5.810362
H 1.929861 0.368160 -4.727138
H 1.420531 3.250498 -7.705539
H -1.855473 1.651794 6.717251
H 0.779945 -1.212460 -6.084439
C -0.823535 -0.615647 -4.796660
C 5.915375 0.516715 0.940502
H -4.960710 -2.980817 -4.937042
H 0.568267 -4.395270 -1.141440
C -0.019401 -5.145570 -0.604847
H -0.994696 -4.710301 -0.362844
H 1.093134 2.777022 -5.990384
H 6.592215 -1.775622 3.573688
H 0.327031 3.658225 0.611134
C -3.338996 -5.642753 6.301459
N -2.589485 -2.086181 4.299780
O -0.682860 -8.670474 3.741770
H -1.030222 0.330918 0.019166
C 1.204083 0.881860 -1.207979
C 1.078072 5.575434 0.890089
N -2.056610 3.297858 -0.733687
H -7.080297 -3.576470 -4.336603
H -2.149832 3.139430 2.292088
H -6.473653 -4.615046 -2.091525
H -2.513899 -1.091485 -1.337391
N -0.338631 0.580805 0.714897
H -3.491741 -1.579461 -3.621490
H -2.389391 -0.735349 2.741375
H -2.758766 0.782636 4.771027
C 1.144389 -5.042245 2.761618
H 9.312349 3.729013 -0.038735
H 0.332933 -5.854396 5.223264
H 1.952454 2.546445 -2.876602
C 0.652539 7.424544 -0.315239
C -2.377656 4.398551 3.952221
H 1.829978 1.280223 3.682761
H -3.334380 4.296453 6.402306
C 0.520830 -1.247755 -5.034849
H -1.260131 1.024415 3.914516
C 4.632026 -2.071021 3.040525
H -0.202190 -6.002279 -1.248453
H 0.730969 -1.594650 -0.735057
H -4.669871 -3.886255 -3.534411
H 5.291359 -1.128221 -0.228616
H -2.153135 6.112670 -4.599404
O -9.080641 -4.562384 -3.024828
C -1.487678 3.755764 2.912623
H -4.153680 -4.287914 4.207286
H 4.618119 -3.928437 4.098790
N -6.626007 -3.061040 -3.573528
H -0.451739 -8.119978 5.759534
H -1.720638 4.804840 4.735828
H 7.731192 1.775549 -0.419430
H 1.542092 -0.169202 4.809212
H 3.284257 2.594237 -5.164052
H -0.269539 1.132302 7.368020
C 3.611415 3.299836 -5.913461
C -3.095317 -4.455273 4.343118
C 3.303586 -1.621874 3.589443
C 8.201554 -0.182054 0.327822
C -3.966162 3.920954 5.559733
C 4.776779 -3.558576 3.091770
C 5.240068 -0.079701 -0.303287
O -3.156074 3.404186 4.584550
N -0.739294 4.738992 2.207423
C 0.446110 -6.681465 4.505290
N 0.166483 -6.024664 3.176557
C 0.855092 -4.461561 1.385912
C 1.256972 3.610294 -6.705862
C 0.481554 4.329743 1.450450
H 2.460662 -2.002072 2.954821
O -2.736357 -4.536923 5.723237
H 1.430332 -7.153735 4.639417
H -8.953212 -2.705547 -2.294688
O 0.183493 6.153982 -0.012241
H 1.047306 3.880692 -2.323368
H 9.066843 -0.728150 0.728548
H -3.305396 5.841062 -2.612531
H -1.141352 4.733013 -5.175517
H 1.215027 3.848386 2.128275
H -3.835383 -1.072580 -0.132035
H -10.756655 -5.006298 -3.958327
H 4.067381 -3.972212 2.356631
C 9.307246 3.153150 0.893600
C -1.837907 -0.977960 3.695084
H 5.192868 0.396461 1.799669
H -6.588832 -2.958014 -1.549601
H -1.322190 5.372787 1.646543
H 8.424529 3.483695 1.461246
O 9.470119 1.775138 0.718684
C -3.679081 5.030508 -0.081916
H 9.132444 1.010242 -1.161598
H 7.824080 -0.810698 -0.479025
H -1.618433 -7.118568 4.910838
H 0.980183 -1.650929 1.000580
H 6.046031 1.565375 0.711579
H -1.532313 -10.476755 3.420454
C 0.576610 -2.644985 -4.438313
H -1.533472 3.002089 -1.544756
C -10.476247 -4.469181 -3.104598
H -4.437850 -5.569229 6.315565
H 10.152946 3.540782 1.448152
H 4.343814 1.645789 -2.242622
O -0.775693 0.710901 -5.295528
H -1.679149 -9.898386 5.119630
C -3.619391 -1.038159 -1.189937
C -2.541687 5.140971 -2.219114
H -4.507999 5.642897 -0.457394
O -2.066529 4.430652 -3.373967
H 7.494929 0.309465 2.173473
H 2.882962 5.568001 -4.602672
C -2.034972 1.319373 -5.235248
H 3.824598 2.895582 -6.903972
H 2.366190 -1.495342 -0.100669
H -0.504761 1.570391 0.786848

Forces on the atoms, in the same order (eV/Å):
H -1.206 0.762 -0.398
H 0.444 0.017 0.220
H 0.253 -0.185 0.491
H -0.494 0.286 -0.187
C 0.135 0.732 1.361
H 0.447 0.604 0.275
C 0.196 -0.518 0.650
H -0.154 0.401 0.247
H 0.134 0.142 0.898
H 0.493 0.240 1.109
C -0.891 0.845 0.343
H -0.201 -0.220 0.098
H 0.205 -0.979 0.124
O -0.296 0.685 -1.266
H -0.242 0.306 0.235
H 0.287 0.457 0.387
H 0.032 -0.779 -0.311
H -0.284 0.883 0.192
H -0.592 0.039 -0.671
N -0.423 0.954 0.668
H 0.271 0.165 0.137
N -1.701 -0.138 -0.087
H 0.087 0.456 -1.476
H 0.703 -0.068 0.037
C -0.319 -1.478 -0.044
H 0.034 0.227 -0.021
C -0.747 0.511 -1.315
H -0.181 -0.162 -0.427
H 0.166 -1.018 -0.581
H -0.288 0.146 0.451
C -1.496 0.186 -0.549
H -0.299 -0.525 -0.510
H -0.090 0.080 0.435
C -0.656 -0.591 0.106
C -0.416 -0.722 -0.025
C 1.790 0.067 -2.901
H -0.073 0.609 -0.487
O 0.028 0.661 0.027
H 0.078 0.148 -0.394
H -0.463 0.203 0.712
H -1.119 -0.484 -0.867
O 0.173 -0.667 -0.360
H -0.024 0.381 -0.121
H 0.122 -0.268 1.081
H -0.098 0.501 -0.056
O 0.973 1.886 -0.888
H -0.199 -0.305 -0.008
H -0.218 0.303 0.158
H -0.088 -0.272 0.117
H -0.132 -0.023 0.028
H 0.000 0.394 0.537
H -0.474 0.053 0.233
C -0.351 0.675 0.962
C 1.000 0.376 -0.708
O 0.118 0.005 -0.365
H 0.175 -0.265 0.054
H -0.110 0.022 0.404
H 0.121 0.075 -0.117
H 0.289 0.109 0.573
H 0.154 0.380 -1.420
H 0.126 0.189 -0.016
O 0.169 0.344 0.818
C -0.318 -0.960 0.931
H 0.499 -0.143 0.110
N 0.159 -0.710 0.021
H -0.902 0.980 -0.894
H -0.468 0.453 -0.700
H 0.239 0.114 -0.080
H 0.122 -0.197 -0.524
H -0.227 -0.358 0.663
C 0.207 2.172 -0.395
H 0.533 0.643 -0.071
H 0.391 0.292 -0.005
O 0.635 -1.164 -1.915
H -0.219 0.448 -0.122
H 0.417 0.283 -0.521
C -0.074 -0.115 -0.066
N 0.299 0.374 0.298
H 0.607 0.217 -0.096
C 0.425 -1.535 0.649
H -0.178 0.339 -0.048
H 0.045 0.140 -0.042
H 0.429 0.052 0.015
C -0.450 -0.153 0.561
H -0.473 -0.328 -0.388
H 0.268 0.572 -0.497
H -0.123 0.033 0.110
C 0.675 -0.285 -1.523
C -0.116 0.688 -0.522
C -0.784 0.987 1.087
H 0.032 -0.186 -0.213
H -0.437 -0.372 -0.176
H 0.435 -0.389 -0.468
H 0.522 0.155 0.171
H -0.297 -0.283 -0.472
C -0.072 0.777 -0.058
C -0.226 -0.840 0.046
H -0.436 0.390 -0.483
H -0.091 0.116 -0.315
C -0.289 0.013 -1.045
H -0.015 0.060 0.198
H -0.565 0.227 -0.618
H 1.103 -0.299 -0.566
H -0.257 -0.421 -0.014
C -0.730 0.012 0.281
N 0.657 -0.508 1.237
O -0.170 0.313 0.891
H -0.272 -0.394 -0.094
C -1.162 0.282 0.562
C 1.406 -0.092 0.971
N -0.305 -0.523 0.773
H 0.196 0.223 0.585
H -0.136 -0.009 -0.410
H -0.677 0.381 -0.185
H -0.607 -0.053 -0.070
N -0.229 -0.950 -0.214
H -0.089 0.026 -0.402
H 0.769 0.013 0.729
H 0.266 -0.478 -0.021
C 1.640 -0.406 -0.317
H -0.109 -0.267 -0.259
H 0.213 -0.407 0.127
H 0.206 -0.429 -0.337
C 0.991 0.096 -0.146
C 0.884 -0.603 1.010
H 0.044 -0.738 0.865
H -0.436 -0.470 -0.052
C 0.878 0.745 1.272
H 0.516 0.552 -0.129
C 0.599 1.116 1.107
H 0.119 -0.064 -0.122
H -0.635 -0.676 -0.765
H 0.163 -0.120 0.238
H -0.037 -1.560 0.326
H 0.819 -0.245 0.316
O 0.468 -0.264 -0.163
C -0.594 -1.151 -0.521
H -0.427 0.366 0.033
H -0.083 -0.196 0.042
N 0.659 0.152 -1.605
H 0.066 -0.461 -0.037
H -0.174 0.620 -0.214
H 0.298 -0.178 0.094
H -0.366 0.157 -0.185
H 0.051 -0.592 -0.012
H 0.231 -0.687 0.587
C -0.961 1.284 -0.355
C 1.275 -1.495 0.182
C -1.131 -0.331 0.965
C -0.279 -1.184 -0.037
C -0.242 0.784 1.641
C -0.460 -0.143 -1.005
C -1.275 0.125 1.378
O 0.137 -0.599 -1.455
N 1.008 0.809 -0.904
C -0.711 1.110 -1.532
N 0.275 0.444 1.395
C -0.443 -1.620 1.206
C -0.036 0.330 1.574
C -0.693 0.064 0.826
H 0.611 -0.235 0.489
O -0.452 0.012 -0.631
H 0.051 0.195 -0.412
H 0.022 1.141 -0.030
O 0.094 -0.143 0.486
H -0.362 0.452 -0.168
H -0.068 0.308 -0.026
H 0.230 0.087 0.501
H -0.192 0.268 0.479
H -0.469 0.222 -0.163
H 0.050 -0.251 0.330
H -0.591 -0.754 -1.244
H 0.156 -0.323 0.465
C 0.123 0.907 -0.116
C -0.722 0.432 -0.127
H 0.651 0.323 -0.953
H 0.187 0.267 0.563
H 0.445 -0.563 0.276
H -0.202 -0.563 -0.111
O 0.042 0.188 0.537
C -1.454 0.669 0.411
H 0.126 0.044 -0.078
H 0.085 0.115 -0.274
H 1.034 -0.873 -0.734
H -0.059 -0.395 0.077
H 0.134 0.670 0.397
H 0.328 -0.965 -0.554
C -0.480 -1.207 -1.353
H 0.119 -0.069 -0.072
C 0.193 0.067 1.821
H 0.106 0.076 0.021
H 0.320 -0.222 0.211
H 0.394 -0.161 -0.066
O 0.822 -0.166 -0.289
H 0.283 -0.099 -0.639
C 0.201 0.089 -0.089
C 0.684 0.569 -0.111
H -0.066 -0.286 -0.042
O 0.124 0.336 0.558
H -0.006 -0.389 -0.367
H 0.466 -0.096 0.374
C -0.257 -0.947 0.937
H 0.054 -0.494 0.266
H -0.396 0.562 0.063
H 0.377 0.467 0.107

Results
SMILES: COC[C@H](C)N.COC[C@H](C)N.COC[C@H](C)N.COC[C@H](C)N.COC[C@H](C)N.COCCNCCOC.COCCNCCOC.COCCNCCOC.COCCNCCOC.COCCNCCOC
HOMO-LUMO gap in Ha: 0.31021
DFT total energy in eV: -99561.13926
Total charge: 0
HOMO energy in eV: -8.1
Energy relative to the best compared isomer or geometry (same formula, charge and spin) in kJ/mol: 118.9


A molecular structure, C8H20AlO4 at a distorted geometry. Source: the Open Molecules 2025 dataset; level of theory: the ωB97M-V functional and the def2-TZVPD basis.

Positions of all 33 atoms, in Å:
H 1.466709 -1.702759 1.572678
H -0.122048 2.609304 2.875394
H -0.723756 -3.027356 -1.721433
H 0.247926 0.083962 2.885459
H 0.363572 -1.199817 -2.604121
C 0.322545 2.920601 -0.583192
H -0.199801 3.316751 1.172963
H -2.169472 -2.122110 -2.219759
C 0.475370 0.763072 -1.636374
C -1.479951 -2.312375 -1.397284
C 0.279403 2.621354 1.862089
H -2.067935 -2.854955 -0.657036
C 0.707128 0.292856 1.919229
H -0.001854 3.433459 -1.488648
H 0.811891 1.410674 -2.445975
H 0.136001 -3.335234 1.696265
C -0.256363 -0.486679 -2.060773
Al -1.755627 0.449974 0.443815
H 1.343582 2.852871 1.817206
H 1.718625 0.680324 2.041080
O -0.397617 -1.519694 0.693676
C 0.820917 -0.974087 1.082696
C -0.288892 -2.984258 0.755855
H -0.960099 -0.111641 -2.803875
O -0.226689 1.573504 -0.747373
O -0.961241 -1.083177 -0.956154
H 1.393785 2.974379 -0.389143
H -1.291773 -3.353650 0.541643
H 0.288638 -3.420881 -0.058957
H 1.407723 0.412134 -1.194048
O -0.057538 1.311740 1.283397
H -0.209577 3.534794 0.143244
H 1.386419 -0.753081 0.177454

Forces on the atoms, in the same order (eV/Å):
H -0.278 -0.009 0.448
H 0.315 0.321 0.076
H 0.386 0.586 -0.314
H 0.300 -0.055 0.241
H 0.238 -0.113 0.416
C -0.984 1.529 -3.357
H -0.165 -0.615 4.000
H 0.098 0.002 -0.313
C 2.430 -0.493 -0.355
C -2.593 -1.871 -1.535
C -1.420 0.578 2.248
H -0.309 0.992 -0.256
C 0.580 -1.213 0.949
H 0.863 -0.096 -0.552
H -0.326 -0.462 -0.702
H -0.255 0.460 0.264
C -0.044 2.025 -1.938
Al 3.248 0.462 -1.029
H 0.096 -0.672 0.130
H 0.029 -0.090 0.281
O 1.348 -2.480 6.761
C 2.159 1.473 -0.360
C -1.142 -1.342 -0.338
H -0.763 -0.587 -0.114
O -2.655 -0.038 -1.712
O -1.883 2.968 -4.302
H -0.117 -0.458 -0.198
H 0.586 -0.297 1.489
H 0.638 0.562 0.072
H 0.278 0.474 0.316
O -0.815 -1.206 2.544
H 0.021 -0.400 -2.846
H 0.136 0.063 -0.014

Results
HOMO-LUMO gap in Ha: 0.17247
DFT total energy in eV: -23364.74209
Total charge: +3
HOMO energy in eV: -21.3
Energy relative to the best compared isomer or geometry (same formula, charge and spin) in kJ/mol: 417.1


Question: What is the formula in the second record?
Answer: C8H20AlO4


Question: What is the DFT total energy in the second record?
Answer: -23364.74209 eV